Here is the molecule C6H10O from OMol25. Energies are from the ωB97M-V functional and the def2-TZVPD basis.

Its total charge is 0. As for the HOMO energy: -9.368 eV. As for the gap between HOMO and LUMO: 0.3798 hartree. The energy relative to the best compared isomer or geometry (same formula, charge and spin) is 99.8 kJ/mol. The structure (SMILES) is O[C@@H]1C=CCCC1.

```
17
Properties=species:S:1:pos:R:3:mulliken_charge:R:1
O 1.28833 -0.37082 1.44424 -0.5519
C 1.43261 -0.19907 0.04023 -0.0970
C 1.02001 1.18596 -0.41679 -0.3748
C -0.25217 1.56823 -0.32968 -0.4852
C -1.33547 0.68737 0.23103 -0.3861
C -1.00909 -0.84379 0.15317 -0.9985
C 0.44396 -1.21594 -0.49208 -0.7924
H 0.37093 -0.70726 1.44858 0.3618
H 2.45908 -0.43200 -0.27777 0.4517
H 1.76665 1.86650 -0.81977 0.3822
H -0.54919 2.56729 -0.64092 0.3779
H -2.27684 0.87341 -0.30145 0.3471
H -1.53499 1.03793 1.26185 0.3017
H -1.40310 -1.29355 1.09960 0.3594
H -1.62143 -1.32067 -0.59186 0.4049
H 0.79998 -2.22356 -0.21599 0.3186
H 0.40073 -1.18003 -1.59238 0.3807
```

=====

Here is a cluster of 2 separate species, C4H3ClN2OS in total from OMol25. Energies are from the ωB97M-V functional and the def2-TZVPD basis.

Its total charge is 0. As for the HOMO energy (alpha / beta): -8.971 / -8.410 eV. As for the gap between HOMO and LUMO (alpha / beta): 0.3058 / 0.2311 hartree. The energy relative to the best compared isomer or geometry (same formula, charge and spin) is 283.3 kJ/mol.

```
12
Properties=species:S:1:pos:R:3:mulliken_charge:R:1
C 1.50071 -1.13558 -0.31976 -0.5167
C 0.52033 -0.38794 -0.89611 -0.0493
C 1.16668 0.50986 0.99215 -0.1011
C -0.79651 1.48110 -0.20253 0.2867
N 1.82227 -0.57395 0.83745 -0.4813
N 0.27074 0.70528 -0.16690 0.1567
O -1.34261 2.39401 0.28894 -0.2981
S -2.97493 -0.48201 -0.88290 -0.0641
Cl -3.24292 -1.22851 0.95060 -0.0945
H 1.84993 -2.01987 -0.72536 0.4189
H 0.00947 -0.37012 -1.84919 0.4176
H 1.21686 1.10773 1.97361 0.3252
```

=====

Here is a structure of composition CH16F3O11SZn from OMol25. Energies are from the ωB97M-V functional and the def2-TZVPD basis.

Its total charge is +1. As for the HOMO energy: -12.225 eV. As for the gap between HOMO and LUMO: 0.2201 hartree. The energy relative to the best compared isomer or geometry (same formula, charge and spin) is 82.5 kJ/mol.

```
33
Properties=species:S:1:pos:R:3:mulliken_charge:R:1
Zn 7.83375 -17.30293 -18.75844 0.6289
C 5.22666 -17.93462 -22.35699 0.4602
F 5.83900 -17.23336 -23.29442 -0.1792
F 4.59929 -17.03154 -21.56117 -0.2805
F 4.34632 -18.72883 -22.91626 -0.1825
S 6.41591 -18.97374 -21.32983 1.0366
O 7.45833 -19.25082 -22.29747 -0.8847
O 6.98850 -18.06187 -20.30861 -0.1845
O 5.67880 -20.06651 -20.78002 -0.7308
O 2.82679 -18.64347 -19.94336 -0.5804
H 1.96755 -18.82546 -20.33727 0.3171
H 3.20610 -17.94950 -20.48600 0.2999
O 7.97607 -15.54056 -19.88140 -0.3889
H 8.90352 -15.30639 -20.03202 0.3365
H 7.47116 -14.89280 -20.39051 0.3046
O 3.90844 -21.99772 -20.06906 -0.6080
H 4.61408 -21.34136 -20.14359 0.5196
H 3.22508 -21.55946 -19.55372 0.2741
O 5.80357 -23.04888 -22.13923 -0.5962
H 6.40265 -22.35512 -21.84408 0.3196
H 6.32354 -23.55934 -22.76712 0.2873
O 8.85279 -21.56662 -22.63649 -0.6343
H 8.64674 -21.81099 -23.54349 0.3047
H 8.52077 -20.65857 -22.54486 0.4356
O 8.40930 -18.82970 -24.84488 -0.6315
H 8.13331 -18.84400 -23.91556 0.4301
H 7.66913 -19.20527 -25.33028 0.3076
O 7.67983 -18.95649 -17.63641 -0.2685
H 8.08208 -19.80082 -17.89587 0.3375
H 7.36521 -19.08451 -16.73085 0.3033
O 5.95961 -16.54268 -18.08082 -0.3653
H 5.56897 -17.01044 -17.33068 0.3082
H 5.50753 -15.68947 -18.10397 0.3038
```

=====

Here is a cluster of 2 separate species, C35H48ClF5N4O9S2 in total from OMol25. Energies are from the ωB97M-V functional and the def2-TZVPD basis.

Its total charge is 0. As for the HOMO energy: -8.135 eV. As for the gap between HOMO and LUMO: 0.3058 hartree. The structure (SMILES) is CCOCCCCC[C@](CCCCn1cccc1)(N=C=S)O[C@@H](CO[C@](F)(CCCCS(=O)(=O)Cl)c1ccccn1)C(=O)NC(=O)F.CCOC(=O)C(F)(F)F.

```
104
Properties=species:S:1:pos:R:3:mulliken_charge:R:1
C -1.68080 -3.78156 6.45586 -1.2281
C -0.84173 -2.87133 5.57208 -0.1227
O -0.38577 -3.61727 4.45437 -0.2987
C 0.40661 -2.85676 3.56943 -0.2125
C 1.21207 -3.77446 2.65982 -1.0138
C 1.52502 -3.07222 1.34022 -1.0051
C 0.33496 -3.05871 0.36239 0.4320
C 0.27826 -1.73151 -0.37638 -1.4201
C -0.86962 -1.56304 -1.36816 3.2021
C -2.23370 -1.55423 -0.63374 -0.3863
C -3.30782 -2.53291 -1.09808 -1.7743
C -3.08457 -4.00619 -0.76295 -0.1372
C -3.48312 -4.36184 0.66083 -0.9835
N -3.03564 -5.68452 1.04148 0.3608
C -2.29592 -5.98262 2.14530 -0.3885
C -2.05371 -7.32574 2.14210 -0.6799
C -2.66867 -7.86475 0.99236 -0.6783
C -3.26459 -6.83123 0.33338 -0.3471
N -0.83269 -2.69869 -2.32520 -0.5166
C -1.32388 -2.69086 -3.42102 0.3578
S -2.00123 -2.72891 -4.82971 -0.3958
O -0.83114 -0.32750 -2.06139 -0.7502
C 0.37460 0.25638 -2.54121 -0.3788
C 1.07785 1.12492 -1.49621 -1.0066
O 0.40494 2.37204 -1.41808 0.0573
C 1.05099 3.46088 -1.98249 2.1627
F 1.32900 3.15255 -3.32219 -0.4876
C 2.35593 3.80933 -1.27551 -1.6164
C 3.42235 4.41623 -2.18628 -0.6437
C 4.58020 5.00689 -1.38737 -0.5692
C 5.53132 5.82011 -2.27575 -1.0765
S 6.95063 4.90833 -2.81536 1.0341
O 6.64173 3.51520 -2.76326 -0.4922
O 7.47966 5.50883 -3.99653 -0.5421
Cl 8.24958 5.29596 -1.30653 -0.2033
C 0.02810 4.59467 -1.99294 -0.6409
C 0.38061 5.91604 -1.78055 -0.4599
C -0.60696 6.88481 -1.80812 -0.7473
C -1.90531 6.50083 -2.05494 -0.4468
C -2.15771 5.15539 -2.28359 -0.4269
N -1.22214 4.22078 -2.25285 -0.2927
C 1.37741 -0.66940 -3.25030 -0.0824
O 2.39695 -1.04681 -2.75051 -0.4953
N 1.05964 -0.96327 -4.61272 -0.0186
C 1.86528 -0.35869 -5.58685 0.5909
O 1.50328 0.38497 -6.43995 -0.4772
F 3.14915 -0.75004 -5.44127 -0.2116
H -2.74636 -3.65822 6.27192 0.3251
H -1.41490 -4.82110 6.27802 0.2974
H -1.51042 -3.56763 7.50972 0.3660
H 0.03028 -2.50466 6.12161 0.3407
H -1.43735 -2.01947 5.23097 0.1738
H -0.23227 -2.19209 2.96948 -0.0369
H 1.08945 -2.22380 4.14708 0.4870
H 0.68517 -4.71431 2.48753 0.3144
H 2.14273 -4.03813 3.16474 0.4159
H 2.41118 -3.49193 0.86712 0.4733
H 1.78269 -2.03293 1.57702 0.3650
H 0.42441 -3.89259 -0.33109 0.6287
H -0.57606 -3.18014 0.95388 -0.4388
H 1.24079 -1.53089 -0.84022 0.6958
H 0.12707 -0.95812 0.38416 -0.5589
H -2.63299 -0.54824 -0.75528 -0.3526
H -2.06254 -1.68789 0.43573 0.3506
H -4.24549 -2.22360 -0.62592 0.6342
H -3.49000 -2.43161 -2.16732 0.3859
H -3.70013 -4.59792 -1.44472 0.3905
H -2.06106 -4.33350 -0.94187 0.4092
H -4.56891 -4.30238 0.76380 0.2597
H -3.04426 -3.65855 1.37002 0.3688
H -1.98337 -5.24770 2.86615 0.5076
H -1.47885 -7.85470 2.88347 0.4443
H -2.67150 -8.89284 0.67471 0.4292
H -3.83166 -6.82272 -0.58077 0.3464
H 0.04200 0.96229 -3.30447 0.8163
H 2.12723 1.22051 -1.76863 0.6296
H 1.03447 0.67434 -0.51102 0.1006
H 2.78099 2.89931 -0.85399 0.6638
H 2.13451 4.47267 -0.44167 0.5460
H 2.99513 5.16023 -2.86270 0.5906
H 3.81933 3.63257 -2.83274 0.4168
H 5.14421 4.17246 -0.97095 0.2821
H 4.22318 5.63196 -0.57031 0.5400
H 5.85363 6.74593 -1.80800 0.5534
H 5.05936 6.09064 -3.22246 0.3838
H 1.40595 6.20152 -1.59856 0.3202
H -0.35670 7.92076 -1.63058 0.4443
H -2.71246 7.21870 -2.07377 0.4083
H -3.16529 4.82748 -2.50253 0.4256
H 0.09800 -0.73073 -4.83895 0.2432
C -2.75160 2.06644 0.95218 -1.5155
C -1.32500 1.75608 1.34280 1.8111
O -0.87661 2.58799 2.43721 -0.3510
C -1.27670 2.22545 3.64171 0.3094
O -1.94305 1.27961 3.93812 -0.5230
C -0.70218 3.20447 4.69001 0.9034
F -0.88850 4.47375 4.31874 -0.2427
F 0.61410 2.99466 4.82315 -0.2552
F -1.28234 3.01538 5.86637 -0.2348
H -2.85204 3.12398 0.70668 0.3769
H -3.02522 1.47983 0.07583 0.3559
H -3.44477 1.83356 1.76008 0.4114
H -0.65382 1.97861 0.51973 -0.6359
H -1.20089 0.70708 1.61715 -0.3395
```

=====

Here is the molecule C5H5NO from OMol25. Energies are from the ωB97M-V functional and the def2-TZVPD basis.

Its total charge is 0. As for the HOMO energy: -9.986 eV. As for the gap between HOMO and LUMO: 0.3635 hartree. The energy relative to the best compared isomer or geometry (same formula, charge and spin) is 395.1 kJ/mol. The structure (SMILES) is C#CC(=O)[C@H]1CN1.

```
12
Properties=species:S:1:pos:R:3:mulliken_charge:R:1
C -2.55963 1.54407 -0.36783 0.3711
C -1.46952 1.19758 0.01238 -0.4757
C -0.16535 0.72912 0.46650 0.1664
O 0.54628 1.42228 1.15843 -0.5351
C 0.19287 -0.70097 0.13534 -0.0595
C 1.52797 -1.04142 -0.56922 -0.6429
N 1.35649 -1.14869 0.84260 -0.6125
H -3.52661 1.85313 -0.70041 0.4119
H -0.62866 -1.34519 -0.13211 0.4207
H 1.45402 -0.14121 -1.15084 0.3468
H 1.54904 -2.01144 -1.05913 0.2717
H 1.72311 -0.35727 1.36428 0.3371
```

=====

How do the records compare in E_tot? In the order shown, they have -309.80436; -1197.22721; -3352.19047; -4014.55403; -323.36921 Ha.
How do the records compare in maximum force? In the order shown, they have 1.377; 4.829; 2.280; 0.834; 2.369 eV/A.